Density functional theory data (wB97M-V/def2-TZVPD) for 4 unconnected molecules or ions with the total composition C16H32O4.

The calculation puts the energy relative to the best compared isomer or geometry (same formula, charge and spin) at 1.7965 eV. The value obtained for the HOMO-LUMO gap is 0.376 hartree. Its SMILES is C1CCOC1.C1CCOC1.C1CCOC1.C1CCOC1. The calculation puts the HOMO energy at -0.3503 Ha. The LUMO energy comes out at 0.02612 Eh.

ORCA input file:
```
! RIJCOSX wB97M-V def2-TZVPD def2/J DEFGRID3
* xyz 0 1
C 2.503 0.533 -0.544
C 3.053 1.387 0.616
C 3.380 0.431 1.654
O 2.786 -0.734 1.288
C 1.861 -0.561 0.201
H 3.316 0.152 -1.162
H 1.876 1.021 -1.290
H 2.292 2.042 1.039
H 3.904 1.965 0.255
H 3.018 0.746 2.632
H 4.459 0.316 1.766
H 0.825 -0.345 0.463
H 1.847 -1.522 -0.314
C -0.601 -2.616 -8.094
C -1.274 -2.652 -6.699
C -1.178 -4.157 -6.357
O 0.045 -4.642 -7.002
C 0.516 -3.622 -7.922
H -0.069 -1.667 -8.151
H -1.213 -2.882 -8.956
H -2.333 -2.411 -6.796
H -0.960 -2.022 -5.867
H -1.998 -4.721 -6.802
H -1.045 -4.284 -5.283
H 0.848 -3.931 -8.913
H 1.253 -3.086 -7.324
C 3.424 7.831 3.342
C 3.174 7.358 4.664
C 3.662 8.529 5.571
O 4.168 9.531 4.682
C 3.473 9.375 3.438
H 2.636 7.576 2.633
H 4.383 7.491 2.952
H 3.748 6.462 4.900
H 2.163 7.050 4.927
H 4.368 8.331 6.377
H 2.792 8.900 6.112
H 4.036 9.786 2.601
H 2.498 9.862 3.452
C -5.659 -6.497 2.775
C -5.028 -5.735 1.627
C -5.588 -4.313 1.653
O -6.166 -4.187 2.953
C -5.797 -5.299 3.743
H -5.057 -7.327 3.146
H -6.600 -6.987 2.525
H -5.148 -6.256 0.677
H -3.943 -5.712 1.727
H -6.312 -4.209 0.845
H -4.853 -3.526 1.487
H -6.607 -5.545 4.430
H -4.880 -5.227 4.327
*
```

Density functional theory data (wB97M-V/def2-TZVPD) for a molecular structure, C12H21NO5S3Tc.

The value obtained for the HOMO-LUMO gap (spin up / spin down) is 0.221 / 0.253 hartree. As for the expectation value of S²: 1.20. The calculation puts the HOMO energy (spin up / spin down) at -0.5617 / -0.5638 Ha. The LUMO energy (spin up / spin down) comes out at -0.34037 / -0.31063 Eh.

ORCA input file:
```
! RIJCOSX wB97M-V def2-TZVPD def2/J DEFGRID3
* xyz 2 2
Tc -0.016 0.010 -0.155
O -1.496 1.515 -0.079
C -1.379 2.721 0.755
C -0.251 3.586 0.256
N 1.035 2.919 0.403
C 1.930 2.892 -0.732
C 1.385 2.091 -1.905
O 1.384 2.424 -3.036
O 0.904 0.832 -1.528
C 1.539 2.722 1.728
C 1.601 1.264 2.238
O 2.224 0.968 3.203
O 0.869 0.389 1.520
H -1.844 1.750 -0.951
H -2.333 3.245 0.724
H -1.213 2.343 1.761
H -0.395 3.844 -0.796
H -0.256 4.531 0.812
H 2.098 3.901 -1.122
H 2.886 2.472 -0.423
H 2.548 3.121 1.848
H 0.881 3.221 2.442
C -2.780 -1.886 0.220
C -2.318 -2.369 -1.145
S -1.186 -1.180 -1.923
C 0.175 -2.201 -2.551
C 0.921 -2.947 -1.455
S 1.483 -1.808 -0.152
C 1.040 -2.640 1.394
C -0.455 -2.888 1.556
S -1.438 -1.370 1.312
H -3.424 -1.008 0.151
H -3.362 -2.658 0.726
H -1.821 -3.336 -1.096
H -3.177 -2.488 -1.806
H -0.224 -2.892 -3.294
H 0.813 -1.487 -3.073
H 0.309 -3.726 -1.000
H 1.803 -3.434 -1.872
H 1.591 -3.580 1.446
H 1.433 -1.982 2.169
H -0.825 -3.643 0.864
H -0.658 -3.239 2.568
*
```